{"formula": "C5H12N3S", "method": "ωB97M-V/def2-TZVPD", "charge": 1, "smiles": "[H]/N=C(\\[NH3+])N[C@H]1CCCS1", "spin_multiplicity": 1, "max_force_ev_per_a": 3.97, "homo_lumo_gap_ev": 8.690, "de_lowest_kj_mol": 207.3, "e_lumo_ev": -3.54, "elements": ["S", "N", "H", "H", "C", "N", "H", "H", "C", "N", "H", "H", "C", "H", "H", "H", "C", "H", "H", "H", "C"], "positions_angstrom": [[-1.2473, -0.4475, -1.4600], [1.6343, 0.7590, -0.8486], [-1.2164, -1.8227, 0.4680], [-3.1717, 0.8183, -0.7758], [-1.4612, 1.5404, 0.3187], [0.6634, -0.8530, 0.4288], [2.3209, 1.2687, -1.3673], [-2.0703, 2.2771, 0.9234], [-0.8955, -0.8639, 0.2612], [2.9786, -1.3925, -0.1565], [2.8700, -1.6293, 0.8337], [2.6799, -2.1536, -0.8483], [-2.1932, 1.1978, -0.9403], [-0.4937, 1.8268, 0.1030], [-2.0607, 1.8937, -1.7007], [-0.8638, 0.3152, 2.0500], [1.5456, -0.2841, -0.3172], [-2.5580, 0.0187, 1.3458], [3.9730, -1.0378, -0.3040], [1.0367, -1.6717, 0.7919], [-1.4707, 0.2404, 1.1944]]}

=====

{"formula": "C9H25INO3PS2", "method": "ωB97M-V/def2-TZVPD", "charge": 0, "spin_multiplicity": 1, "max_force_ev_per_a": 1.88, "homo_lumo_gap_ev": 7.754, "de_lowest_kj_mol": 43.2, "e_lumo_ev": 0.59, "elements": ["H", "H", "H", "I", "O", "H", "H", "H", "H", "C", "C", "C", "H", "C", "H", "N", "H", "H", "S", "H", "H", "H", "O", "C", "H", "O", "H", "H", "P", "C", "C", "H", "H", "H", "S", "H", "C", "H", "C", "H", "H", "H"], "positions_angstrom": [[-1.5019, -1.8953, -4.1029], [4.2004, 0.3375, -0.4785], [0.9502, -1.9018, 2.6061], [1.7700, 2.0760, -0.9642], [-2.9749, 1.6308, 0.5278], [-6.2493, 3.0345, 0.4923], [0.4047, -5.1009, -3.3341], [-3.2817, 3.2132, 2.9655], [-0.2677, 1.8274, 3.0005], [2.1730, 0.2817, 0.1988], [3.6534, 0.2823, 0.4644], [5.0828, -0.7793, 2.0137], [1.8622, -1.7168, -0.1367], [-5.3445, 2.6783, -0.0004], [-5.6019, 1.9102, -0.7263], [1.8134, -0.8368, -0.6362], [0.4507, -4.1928, -4.8642], [-0.1119, -1.5596, 1.2060], [0.4085, -2.7627, -2.9490], [0.8945, -0.7014, -1.0341], [-3.5624, 4.2116, 1.5172], [-4.9287, 3.7768, 2.5932], [-0.3641, -2.8078, -1.6773], [-0.4488, -1.6209, -4.0407], [-4.8305, 3.4998, -0.4993], [3.9572, -0.8848, 1.1778], [-0.6514, 1.8007, 1.3017], [3.8766, 1.1859, 1.0255], [1.3275, 0.3678, 1.8941], [0.1715, 1.7857, 2.0124], [-0.0022, -4.2490, -3.8744], [4.9942, -1.4924, 2.8223], [5.1737, 0.2075, 2.4590], [-0.4617, -0.9091, 2.7832], [-4.2521, 1.9375, 1.2205], [6.0039, -1.0014, 1.4745], [0.3472, -1.1627, 2.1068], [0.0148, -1.6489, -5.0267], [-3.9829, 3.4432, 2.1661], [-0.3522, -0.6213, -3.6207], [-1.0852, -4.3454, -3.9534], [0.7258, 2.7025, 1.8898]]}